{
  "formula": "C22H30IN2O3P2S7SbTb",
  "method": "the ωB97M-V functional and the def2-TZVPD basis",
  "energy_ev": -163929.286,
  "max_force_ev_per_a": 1.52,
  "orbital_gap_ha": [0.236, 0.236],
  "total_charge": -1,
  "spin_multiplicity": 7,
  "e_homo_ev": [-4.89, -4.90],
  "elements": ["Tb", "S", "Sb", "S", "S", "S", "C", "P", "C", "C", "C", "C", "C", "C", "C", "P", "C", "C", "H", "H", "H", "H", "H", "H", "H", "H", "H", "H", "H", "H", "H", "H", "H", "H", "O", "C", "O", "C", "C", "C", "C", "S", "C", "C", "H", "H", "H", "H", "H", "N", "C", "O", "C", "I", "H", "H", "H", "H", "S", "C", "N", "C", "C", "S", "H", "H", "H", "H", "H"],
  "positions_angstrom": [[-1.214, -1.479, 0.905], [1.054, -4.139, 4.301], [0.144, -2.091, 4.177], [-2.072, -1.780, 3.381], [1.318, -0.848, 2.053], [0.694, -0.650, 5.813], [-0.635, 3.121, 1.515], [-1.241, 1.421, 1.913], [-1.062, 1.604, 3.719], [-3.054, 1.551, 1.642], [-3.937, 1.853, 2.681], [-5.308, 1.806, 2.487], [-5.815, 1.452, 1.243], [-4.953, 1.162, 0.200], [-3.568, 1.216, 0.374], [-2.396, 0.783, -0.987], [-2.011, 2.481, -1.632], [-3.537, 0.358, -2.362], [-1.330, 3.847, 1.936], [-0.503, 3.319, 0.462], [0.335, 3.231, 2.004], [-1.352, 2.610, 4.036], [-0.016, 1.449, 3.974], [-1.635, 0.859, 4.261], [-3.551, 2.096, 3.662], [-5.979, 2.021, 3.310], [-6.886, 1.386, 1.091], [-5.368, 0.870, -0.757], [-2.851, 3.163, -1.493], [-1.810, 2.381, -2.702], [-1.123, 2.906, -1.186], [-4.213, 1.196, -2.547], [-4.104, -0.548, -2.167], [-2.932, 0.195, -3.252], [6.515, 3.097, -4.134], [5.895, 1.956, -4.526], [6.190, 1.458, -5.574], [4.799, 1.438, -3.641], [4.633, 1.836, -2.319], [3.563, 1.363, -1.571], [2.646, 0.490, -2.146], [1.208, -0.012, -1.216], [2.831, 0.062, -3.459], [3.906, 0.529, -4.197], [6.118, 3.423, -3.316], [5.351, 2.485, -1.829], [3.446, 1.652, -0.533], [2.131, -0.644, -3.891], [4.067, 0.210, -5.219], [-3.668, -3.574, -1.185], [-2.761, -2.524, -1.164], [-2.979, -1.668, -0.161], [-1.765, -2.383, -2.067], [-0.753, -4.426, 0.874], [-3.999, -3.785, -0.254], [-3.299, -4.400, -1.634], [-1.150, -1.496, -2.107], [-1.611, -3.144, -2.821], [1.568, -1.971, -0.732], [2.385, -1.883, 0.963], [2.611, -3.238, 1.334], [3.774, -3.353, 2.206], [4.879, -2.623, 1.463], [4.048, -1.124, 0.848], [1.778, -3.715, 1.672], [4.003, -4.407, 2.355], [3.602, -2.895, 3.184], [5.252, -3.212, 0.628], [5.699, -2.324, 2.114]],
  "lowdin_spin": [6.13, 0.00, 0.00, -0.02, -0.02, 0.00, 0.00, -0.01, 0.00, 0.00, 0.00, 0.00, 0.00, 0.00, 0.00, -0.01, 0.00, 0.00, 0.00, 0.00, 0.00, 0.00, 0.00, 0.00, 0.00, 0.00, 0.00, 0.00, 0.00, 0.00, 0.00, 0.00, 0.00, 0.00, 0.00, 0.00, 0.00, 0.00, 0.00, 0.00, 0.00, 0.00, 0.00, 0.00, 0.00, 0.00, 0.00, 0.00, 0.00, 0.00, -0.01, -0.02, 0.00, -0.02, 0.00, 0.00, 0.00, 0.00, -0.01, 0.00, 0.00, 0.00, 0.00, 0.00, 0.00, 0.00, 0.00, 0.00, 0.00]
}

{
  "formula": "C22H30N2O4",
  "method": "the ωB97M-V functional and the def2-TZVPD basis",
  "energy_ev": -34470.442,
  "max_force_ev_per_a": 1.10,
  "orbital_gap_ha": 0.337,
  "total_charge": 0,
  "relative_energy_ev": 2.732,
  "spin_multiplicity": 1,
  "e_homo_ev": -8.40,
  "elements": ["C", "C", "C", "C", "C", "O", "C", "C", "C", "C", "C", "O", "N", "C", "C", "C", "C", "O", "C", "C", "C", "C", "C", "N", "O", "C", "C", "C", "H", "H", "H", "H", "H", "H", "H", "H", "H", "H", "H", "H", "H", "H", "H", "H", "H", "H", "H", "H", "H", "H", "H", "H", "H", "H", "H", "H", "H", "H"],
  "positions_angstrom": [[1.197, 6.275, 3.756], [1.926, 5.493, 2.708], [1.253, 4.998, 1.604], [1.897, 4.268, 0.617], [3.256, 4.025, 0.735], [4.023, 3.325, -0.169], [3.406, 2.799, -1.309], [2.478, 1.667, -1.005], [2.230, 0.957, 0.133], [1.256, 0.004, -0.268], [0.603, -0.946, 0.674], [0.501, -0.625, 1.848], [0.177, -2.135, 0.206], [0.202, -2.601, -1.158], [-1.224, -2.696, -1.703], [-2.059, -3.639, -0.832], [-3.532, -3.745, -1.289], [-4.203, -2.513, -1.143], [-3.715, -4.295, -2.719], [-5.209, -4.473, -2.995], [-2.988, -5.619, -2.940], [-2.001, -3.153, 0.619], [-0.555, -3.019, 1.091], [0.963, 0.163, -1.535], [1.712, 1.189, -2.002], [3.943, 4.518, 1.841], [3.299, 5.246, 2.825], [4.069, 5.760, 4.002], [1.621, 7.273, 3.857], [1.274, 5.783, 4.725], [0.144, 6.370, 3.502], [0.193, 5.179, 1.505], [1.324, 3.899, -0.218], [4.228, 2.433, -1.937], [2.867, 3.573, -1.876], [2.650, 1.078, 1.108], [0.788, -1.922, -1.774], [0.666, -3.596, -1.169], [-1.183, -3.050, -2.734], [-1.654, -1.692, -1.696], [-1.620, -4.640, -0.876], [-4.048, -4.417, -0.592], [-3.834, -1.890, -1.780], [-3.323, -3.552, -3.424], [-5.608, -5.284, -2.390], [-5.750, -3.564, -2.746], [-5.379, -4.706, -4.044], [-3.273, -6.037, -3.903], [-1.909, -5.492, -2.937], [-3.258, -6.333, -2.166], [-2.529, -3.852, 1.269], [-2.499, -2.185, 0.693], [-0.512, -2.597, 2.096], [-0.066, -4.000, 1.090], [5.001, 4.315, 1.910], [4.003, 6.846, 4.058], [5.116, 5.479, 3.930], [3.663, 5.357, 4.929]],
  "lowdin_charge": [-0.05, -0.24, -0.03, -0.02, -0.26, -0.03, -0.12, -0.23, 0.08, -0.17, -0.39, 0.07, -0.04, -0.14, -0.12, -0.27, -0.35, -0.02, -0.38, -0.07, -0.07, -0.12, -0.13, 0.11, 0.03, 0.04, -0.23, -0.04, 0.08, 0.08, 0.07, 0.11, 0.11, 0.15, 0.14, 0.13, 0.10, 0.13, 0.12, 0.12, 0.14, 0.16, 0.10, 0.13, 0.08, 0.07, 0.08, 0.08, 0.07, 0.09, 0.12, 0.13, 0.12, 0.13, 0.12, 0.08, 0.08, 0.08]
}

{
  "formula": "C22H30N4O4",
  "method": "the ωB97M-V functional and the def2-TZVPD basis",
  "energy_ev": -37451.748,
  "max_force_ev_per_a": 0.88,
  "orbital_gap_ha": 0.344,
  "total_charge": 0,
  "relative_energy_ev": 2.994,
  "spin_multiplicity": 1,
  "e_homo_ev": -8.64,
  "elements": ["C", "O", "C", "C", "C", "O", "N", "C", "C", "C", "O", "C", "C", "C", "C", "C", "O", "N", "C", "C", "C", "C", "C", "N", "C", "N", "C", "C", "C", "C", "H", "H", "H", "H", "H", "H", "H", "H", "H", "H", "H", "H", "H", "H", "H", "H", "H", "H", "H", "H", "H", "H", "H", "H", "H", "H", "H", "H", "H", "H"],
  "positions_angstrom": [[-6.351, -2.365, -1.921], [-7.216, -1.270, -1.735], [-7.990, -1.325, -0.556], [-7.410, -0.492, 0.601], [-6.055, -1.000, 1.065], [-5.977, -1.853, 1.933], [-4.948, -0.485, 0.482], [-4.876, 0.509, -0.563], [-4.339, 1.823, 0.007], [-2.961, 1.595, 0.638], [-2.074, 1.278, -0.424], [-0.734, 1.436, -0.272], [0.030, 1.127, -1.402], [1.401, 1.257, -1.386], [2.053, 1.706, -0.240], [3.527, 1.917, -0.158], [4.021, 2.740, 0.592], [4.266, 1.148, -0.991], [5.715, 1.181, -0.997], [6.287, -0.075, -0.428], [6.809, -0.284, 0.859], [7.172, -1.614, 0.888], [7.787, -2.440, 1.957], [6.858, -2.120, -0.328], [7.051, -3.462, -0.790], [6.323, -1.200, -1.128], [1.288, 2.026, 0.876], [-0.086, 1.885, 0.875], [-3.035, 0.454, 1.664], [-3.644, -0.797, 1.030], [-5.779, -2.152, -2.822], [-5.669, -2.500, -1.077], [-6.920, -3.292, -2.065], [-8.115, -2.363, -0.227], [-8.974, -0.919, -0.815], [-7.372, 0.559, 0.318], [-8.087, -0.602, 1.450], [-5.843, 0.646, -1.041], [-4.174, 0.148, -1.323], [-4.252, 2.561, -0.791], [-5.017, 2.206, 0.771], [-2.635, 2.523, 1.128], [-0.486, 0.795, -2.289], [1.957, 1.039, -2.287], [3.839, 0.379, -1.481], [6.013, 2.039, -0.390], [6.062, 1.312, -2.027], [6.901, 0.438, 1.642], [7.945, -1.833, 2.844], [7.143, -3.280, 2.218], [8.748, -2.840, 1.632], [8.109, -3.734, -0.760], [6.695, -3.511, -1.817], [6.488, -4.169, -0.176], [1.795, 2.391, 1.756], [-0.636, 2.137, 1.768], [-2.037, 0.218, 2.036], [-3.653, 0.777, 2.504], [-3.770, -1.583, 1.775], [-2.993, -1.156, 0.226]],
  "lowdin_charge": [-0.10, -0.20, -0.21, -0.07, -0.47, 0.05, -0.05, -0.14, -0.09, -0.32, -0.02, -0.25, 0.00, -0.03, -0.14, -0.46, 0.06, 0.08, -0.12, -0.29, 0.02, -0.28, -0.02, -0.18, -0.02, 0.12, -0.01, 0.00, -0.09, -0.12, 0.09, 0.08, 0.09, 0.13, 0.12, 0.11, 0.13, 0.11, 0.13, 0.12, 0.13, 0.15, 0.12, 0.11, 0.13, 0.12, 0.12, 0.11, 0.08, 0.08, 0.08, 0.09, 0.09, 0.09, 0.12, 0.11, 0.11, 0.13, 0.12, 0.13]
}

Copy entry 2 word for word.
{
  "formula": "C22H30N2O4",
  "method": "the ωB97M-V functional and the def2-TZVPD basis",
  "energy_ev": -34470.442,
  "max_force_ev_per_a": 1.10,
  "orbital_gap_ha": 0.337,
  "total_charge": 0,
  "relative_energy_ev": 2.732,
  "spin_multiplicity": 1,
  "e_homo_ev": -8.40,
  "elements": ["C", "C", "C", "C", "C", "O", "C", "C", "C", "C", "C", "O", "N", "C", "C", "C", "C", "O", "C", "C", "C", "C", "C", "N", "O", "C", "C", "C", "H", "H", "H", "H", "H", "H", "H", "H", "H", "H", "H", "H", "H", "H", "H", "H", "H", "H", "H", "H", "H", "H", "H", "H", "H", "H", "H", "H", "H", "H"],
  "positions_angstrom": [[1.197, 6.275, 3.756], [1.926, 5.493, 2.708], [1.253, 4.998, 1.604], [1.897, 4.268, 0.617], [3.256, 4.025, 0.735], [4.023, 3.325, -0.169], [3.406, 2.799, -1.309], [2.478, 1.667, -1.005], [2.230, 0.957, 0.133], [1.256, 0.004, -0.268], [0.603, -0.946, 0.674], [0.501, -0.625, 1.848], [0.177, -2.135, 0.206], [0.202, -2.601, -1.158], [-1.224, -2.696, -1.703], [-2.059, -3.639, -0.832], [-3.532, -3.745, -1.289], [-4.203, -2.513, -1.143], [-3.715, -4.295, -2.719], [-5.209, -4.473, -2.995], [-2.988, -5.619, -2.940], [-2.001, -3.153, 0.619], [-0.555, -3.019, 1.091], [0.963, 0.163, -1.535], [1.712, 1.189, -2.002], [3.943, 4.518, 1.841], [3.299, 5.246, 2.825], [4.069, 5.760, 4.002], [1.621, 7.273, 3.857], [1.274, 5.783, 4.725], [0.144, 6.370, 3.502], [0.193, 5.179, 1.505], [1.324, 3.899, -0.218], [4.228, 2.433, -1.937], [2.867, 3.573, -1.876], [2.650, 1.078, 1.108], [0.788, -1.922, -1.774], [0.666, -3.596, -1.169], [-1.183, -3.050, -2.734], [-1.654, -1.692, -1.696], [-1.620, -4.640, -0.876], [-4.048, -4.417, -0.592], [-3.834, -1.890, -1.780], [-3.323, -3.552, -3.424], [-5.608, -5.284, -2.390], [-5.750, -3.564, -2.746], [-5.379, -4.706, -4.044], [-3.273, -6.037, -3.903], [-1.909, -5.492, -2.937], [-3.258, -6.333, -2.166], [-2.529, -3.852, 1.269], [-2.499, -2.185, 0.693], [-0.512, -2.597, 2.096], [-0.066, -4.000, 1.090], [5.001, 4.315, 1.910], [4.003, 6.846, 4.058], [5.116, 5.479, 3.930], [3.663, 5.357, 4.929]],
  "lowdin_charge": [-0.05, -0.24, -0.03, -0.02, -0.26, -0.03, -0.12, -0.23, 0.08, -0.17, -0.39, 0.07, -0.04, -0.14, -0.12, -0.27, -0.35, -0.02, -0.38, -0.07, -0.07, -0.12, -0.13, 0.11, 0.03, 0.04, -0.23, -0.04, 0.08, 0.08, 0.07, 0.11, 0.11, 0.15, 0.14, 0.13, 0.10, 0.13, 0.12, 0.12, 0.14, 0.16, 0.10, 0.13, 0.08, 0.07, 0.08, 0.08, 0.07, 0.09, 0.12, 0.13, 0.12, 0.13, 0.12, 0.08, 0.08, 0.08]
}

Which formula does entry 1 have? C22H30IN2O3P2S7SbTb